Entry 1:
37
Properties=species:S:1:pos:R:3 method="wB97M-V/def2-TZVPD" e_tot_ev=-25384.3000 de_lowest_kj_mol=349.5 homo_energy_ha=-0.3559 smiles="NCCCC[C@H](NC(=O)[C@@H](N)CC(=O)O)C(=O)O" fmax_ev_per_a=5.049 homo_lumo_gap_ev=10.01
N 4.507 -1.215 0.788
C 4.127 -0.751 -0.506
C 2.792 -1.302 -0.880
C 1.566 -0.566 -0.130
C 1.086 0.740 -0.512
C -0.210 1.160 0.198
N -1.339 1.953 -0.469
C -2.483 1.459 -1.006
O -3.297 2.302 -1.442
C -2.904 0.043 -0.860
N -1.764 -0.734 -1.156
C -3.527 -0.110 0.611
C -3.622 -1.650 1.071
O -4.432 -1.968 1.936
O -2.737 -2.384 0.355
C 0.298 2.232 1.208
O 0.165 3.413 1.062
O 0.863 1.719 2.394
H 3.689 -1.136 1.389
H 4.586 -2.184 0.865
H 3.950 0.365 -0.587
H 4.960 -0.907 -1.200
H 2.552 -1.439 -1.893
H 2.728 -2.380 -0.547
H 0.633 -1.162 -0.014
H 1.873 -0.507 0.960
H 0.812 0.700 -1.620
H 1.854 1.548 -0.277
H -0.640 0.277 0.783
H -1.167 2.883 -0.817
H -3.725 -0.192 -1.497
H -0.951 -0.317 -0.983
H -1.834 -1.296 -2.020
H -4.573 0.179 0.571
H -2.950 0.570 1.269
H -2.080 -1.782 0.019
H 1.195 2.438 2.937

=====

Entry 2:
33
Properties=species:S:1:pos:R:3 method="wB97M-V/def2-TZVPD" e_tot_ev=-16629.9806 total_charge=+1 de_lowest_kj_mol=168.2 homo_energy_ha=-0.4477 fmax_ev_per_a=4.350 homo_lumo_gap_ev=6.70
C -0.188 1.074 1.927
C -2.003 0.248 1.207
C 0.636 -0.973 -1.262
C 1.553 0.189 -0.916
C 0.112 -1.733 -0.140
C 0.824 1.505 -0.512
C 0.872 -2.027 1.057
C -1.153 -2.506 -0.387
C -0.010 2.029 -1.678
C 1.847 2.441 -0.021
N -1.269 0.380 2.327
N -1.399 0.682 0.139
N -0.231 1.166 0.582
N -3.081 -0.566 1.221
H 0.689 1.345 2.538
H -0.126 -0.697 -1.932
H 1.340 -1.739 -1.828
H 2.366 -0.017 -0.257
H 2.154 0.480 -1.839
H 1.586 -2.842 0.940
H 0.258 -2.544 1.729
H 1.209 -1.162 1.518
H -1.937 -2.281 0.341
H -0.960 -3.533 -0.287
H -1.460 -2.230 -1.438
H -0.259 1.200 -2.376
H 0.672 2.593 -2.193
H -1.029 2.401 -1.370
H 2.119 2.389 1.039
H 1.451 3.478 -0.135
H 2.802 2.405 -0.542
H -3.552 -0.771 2.045
H -3.833 -0.384 0.503

=====

Entry 3:
45
Properties=species:S:1:pos:R:3 method="wB97M-V/def2-TZVPD" e_tot_ev=-725323.9385 total_charge=+2 de_lowest_kj_mol=0.0 homo_energy_ha=-0.5549 fmax_ev_per_a=4.526 homo_lumo_gap_ev=2.50
Al -1.228 4.546 -0.001
N 0.331 1.507 0.696
O -0.069 1.914 -0.417
O 0.119 2.232 1.687
O 0.959 0.457 0.798
Br -2.786 2.223 -2.367
C -1.383 1.432 -3.499
C -0.749 2.501 -4.347
Br 0.288 3.729 -3.263
H -1.946 0.738 -4.126
H -0.734 0.817 -2.881
H -1.487 3.057 -4.919
H -0.107 2.008 -5.079
Br -0.499 -1.646 5.728
C 0.968 -0.633 4.944
C 1.091 -0.999 3.470
Br 2.639 -0.053 2.699
H 1.881 -0.830 5.500
H 0.789 0.439 4.994
H 0.193 -0.658 2.962
H 1.233 -2.051 3.236
Br 2.713 -0.968 -2.872
C 3.355 0.157 -1.409
C 2.823 1.561 -1.661
Br 3.090 2.684 -0.102
H 4.442 0.143 -1.365
H 3.016 -0.300 -0.482
H 1.747 1.583 -1.810
H 3.344 2.000 -2.507
Br 1.508 -4.118 1.092
C 0.006 -3.884 -0.163
C 0.000 -2.417 -0.589
Br -1.433 -2.163 -1.928
H -0.893 -4.171 0.366
H 0.219 -4.512 -1.020
H 0.943 -2.098 -1.009
H -0.265 -1.735 0.212
Br -3.572 1.888 1.085
C -3.217 0.029 0.547
C -2.554 -0.850 1.577
Br -3.829 -0.993 3.094
H -2.637 0.074 -0.375
H -4.197 -0.346 0.263
H -1.680 -0.446 2.072
H -2.433 -1.850 1.170

=====

Entry 4:
40
Properties=species:S:1:pos:R:3 method="wB97M-V/def2-TZVPD" e_tot_ev=-31248.6941 total_charge=-1 homo_energy_ha=-0.0621 fmax_ev_per_a=3.463 homo_lumo_gap_ev=4.12
N -0.813 3.052 1.476
C -1.941 2.006 1.342
C -1.884 0.947 2.634
C -2.886 -0.331 2.413
C -3.998 -0.175 1.227
C -5.166 0.957 1.509
O -5.245 1.978 0.412
C -0.333 0.331 2.758
B 0.277 -0.233 1.344
O 1.095 0.727 0.520
O 0.077 -1.613 0.801
H -0.902 3.453 2.435
H -0.966 3.757 0.723
H -2.941 2.637 1.503
H -1.958 1.476 0.303
H -2.348 -1.364 2.258
H -3.499 -0.445 3.432
H -4.583 -1.216 1.181
H -3.482 -0.073 0.170
H -6.213 0.436 1.577
H -4.976 1.501 2.536
H -5.104 1.422 -0.428
H 0.363 1.154 3.219
H -0.425 -0.561 3.537
H 0.592 0.936 -0.339
H 0.043 -1.534 -0.212
C 4.879 -1.012 -0.836
C 3.752 -0.454 -1.684
O 3.986 -0.723 -3.075
C 3.633 -1.972 -3.516
O 3.146 -2.840 -2.795
C 3.889 -2.105 -5.016
F 5.102 -1.603 -5.391
F 2.958 -1.439 -5.757
F 3.866 -3.397 -5.449
H 5.846 -0.630 -1.181
H 4.745 -0.739 0.215
H 4.924 -2.103 -0.907
H 3.715 0.635 -1.573
H 2.777 -0.842 -1.369

=====

Entry 5:
40
Properties=species:S:1:pos:R:3 method="wB97M-V/def2-TZVPD" e_tot_ev=-711120.1749 de_lowest_kj_mol=12.7 homo_energy_ha=-0.3671 smiles=BrCCBr.BrCCBr.BrCCBr.BrCCBr.BrCCBr fmax_ev_per_a=0.895 homo_lumo_gap_ev=10.26
Br 7.057 -20.360 8.538
C 8.627 -21.303 9.206
C 9.606 -20.268 9.697
Br 11.286 -21.159 10.157
H 9.032 -21.865 8.373
H 8.274 -21.968 9.986
H 9.277 -19.742 10.585
H 9.853 -19.583 8.892
Br 14.895 -19.696 7.358
C 13.550 -18.764 8.383
C 13.951 -18.635 9.828
Br 12.478 -17.880 10.830
H 12.597 -19.270 8.255
H 13.411 -17.773 7.952
H 14.812 -17.993 9.982
H 14.178 -19.601 10.275
Br 11.882 -22.595 4.834
C 12.020 -22.255 6.760
C 12.736 -23.396 7.428
Br 11.599 -24.949 7.630
H 11.014 -22.113 7.134
H 12.614 -21.346 6.818
H 13.027 -23.118 8.440
H 13.635 -23.692 6.896
Br 19.376 -16.321 11.866
C 19.273 -16.751 9.983
C 18.520 -18.044 9.812
Br 18.646 -18.642 7.983
H 20.301 -16.872 9.655
H 18.828 -15.925 9.438
H 17.470 -17.944 10.080
H 18.915 -18.820 10.462
Br 16.701 -20.532 12.122
C 17.167 -19.482 13.700
C 16.057 -18.546 14.088
Br 15.793 -17.183 12.747
H 18.072 -18.957 13.407
H 17.364 -20.195 14.496
H 16.315 -18.027 15.007
H 15.134 -19.110 14.181

=====

Entry 6:
40
Properties=species:S:1:pos:R:3 method="wB97M-V/def2-TZVPD" e_tot_ev=-711120.2466 de_lowest_kj_mol=5.7 homo_energy_ha=-0.3720 smiles=BrCCBr.BrCCBr.BrCCBr.BrCCBr.BrCCBr fmax_ev_per_a=0.802 homo_lumo_gap_ev=10.47
Br -0.298 -1.643 -0.661
C -1.032 0.144 -0.611
C -1.019 0.721 0.778
Br -1.656 2.559 0.688
H -2.043 0.138 -1.004
H -0.407 0.732 -1.277
H -0.073 0.731 1.312
H -1.713 0.195 1.433
Br -0.677 1.250 4.286
C 0.068 1.075 6.078
C 1.086 2.168 6.267
Br 1.826 2.008 8.022
H 0.481 0.078 6.180
H -0.772 1.228 6.747
H 0.633 3.147 6.149
H 1.905 2.106 5.556
Br -3.422 -1.307 -3.141
C -3.891 -3.080 -3.786
C -2.781 -4.019 -3.445
Br -3.283 -5.818 -4.010
H -4.094 -3.059 -4.856
H -4.856 -3.305 -3.341
H -2.598 -4.066 -2.376
H -1.858 -3.792 -3.968
Br -1.110 1.932 -3.968
C -0.687 0.499 -5.216
C 0.181 -0.509 -4.497
Br 0.854 -1.831 -5.739
H -0.209 0.914 -6.096
H -1.653 0.071 -5.466
H -0.391 -0.993 -3.709
H 1.052 -0.039 -4.048
Br 5.578 3.083 1.676
C 4.787 1.457 2.399
C 3.326 1.480 2.045
Br 2.447 -0.069 2.816
H 4.948 1.441 3.472
H 5.309 0.630 1.929
H 3.212 1.370 0.972
H 2.828 2.371 2.410

=====

Entry 7:
41
Properties=species:S:1:pos:R:3 method="wB97M-V/def2-TZVPD" e_tot_ev=-168638.6709 total_charge=-3 de_lowest_kj_mol=166.8 homo_energy_ha=0.0689 fmax_ev_per_a=6.389 homo_lumo_gap_ev=3.03
C -0.417 -3.847 -1.039
C -1.319 -3.933 -2.224
O -1.228 -3.039 -3.325
H -0.224 -4.789 -0.524
H -0.809 -3.100 -0.349
H 0.523 -3.351 -1.278
H -2.319 -4.137 -1.840
H -1.118 -4.917 -2.648
C 0.557 6.461 -4.293
C 0.615 5.954 -5.730
O 1.269 4.694 -5.869
H -0.035 5.783 -3.679
H 0.014 7.404 -4.227
H 1.551 6.768 -3.969
H 1.052 6.723 -6.367
H -0.385 5.986 -6.162
N -0.727 1.472 -1.781
O -1.344 1.732 -2.793
O 0.351 0.823 -1.831
O -1.151 1.870 -0.658
Br -4.411 0.211 3.863
C -3.505 -1.018 2.570
C -4.457 -1.216 1.396
Br -6.098 -2.103 2.113
H -3.131 -1.920 3.054
H -2.630 -0.590 2.081
H -3.934 -1.798 0.638
H -4.723 -0.211 1.070
C 2.515 -2.790 3.145
C 3.410 -1.514 3.166
C 2.626 -0.290 2.595
O 2.967 0.619 3.642
C 3.362 0.087 4.699
O 3.727 0.580 5.715
O 3.622 -1.166 4.465
H 1.947 -2.907 2.222
H 1.848 -2.637 3.993
H 2.989 -3.765 3.262
H 4.401 -1.619 2.723
H 1.550 -0.458 2.543
H 3.070 -0.053 1.629

=====

Entry 8:
48
Properties=species:S:1:pos:R:3 method="wB97M-V/def2-TZVPD" e_tot_ev=-206056.0250 total_charge=+4 homo_energy_ha="-0.7038 / -0.7037" spin_multiplicity=4 fmax_ev_per_a=5.002 homo_lumo_gap_ev="4.33 / 2.52"
Ni -0.219 -0.266 -1.366
Sn -3.267 -1.465 2.459
Sn 1.646 -2.340 2.542
P -0.369 -0.206 0.882
O -1.471 -0.827 0.079
O -0.533 -0.393 2.424
O -0.245 1.101 0.033
O 0.805 -0.926 0.227
Cl -0.031 -4.653 -1.737
C -1.304 -3.881 -0.780
C -2.447 -4.826 -0.452
Cl -3.784 -3.794 0.013
H -1.591 -2.969 -1.304
H -0.851 -3.546 0.153
H -2.220 -5.523 0.355
H -2.788 -5.320 -1.361
Cl -3.872 1.279 0.072
C -3.844 1.074 -1.695
C -3.960 -0.336 -2.104
Cl -5.483 -1.130 -1.704
H -2.893 1.508 -2.003
H -4.648 1.730 -2.030
H -3.199 -1.003 -1.698
H -3.757 -0.495 -3.163
Cl 0.433 3.110 4.326
C -0.738 2.980 2.925
C -1.580 4.214 2.805
Cl -0.724 5.577 2.031
H -1.405 2.134 3.095
H -0.175 2.785 2.012
H -1.924 4.586 3.771
H -2.475 4.073 2.199
Cl 3.443 0.637 1.784
C 2.721 2.058 0.851
C 3.894 2.906 0.359
Cl 3.555 4.440 -0.452
H 2.084 2.749 1.403
H 2.206 1.523 0.053
H 4.448 2.299 -0.357
H 4.702 3.134 1.054
Cl 3.475 -2.581 -3.643
C 4.388 -1.448 -2.617
C 3.682 -1.277 -1.268
Cl 3.619 -2.871 -0.505
H 4.415 -0.509 -3.170
H 5.453 -1.682 -2.611
H 2.652 -0.943 -1.389
H 4.176 -0.690 -0.494

=====

Entry 9:
61
Properties=species:S:1:pos:R:3 method="wB97M-V/def2-TZVPD" e_tot_ev=-160900.4270 homo_energy_ha="-0.3589 / -0.4101" spin_multiplicity=6 fmax_ev_per_a=4.964 homo_lumo_gap_ev="8.82 / 8.21"
Fe -1.101 -3.912 0.155
Cl -0.234 -1.020 -0.082
O 0.769 -0.607 -1.048
O -1.302 -1.702 -0.751
O 0.332 -2.148 0.624
O -0.725 0.037 0.760
C -5.546 0.017 0.560
C -4.057 0.180 0.762
O -3.769 1.515 0.829
S -5.017 2.585 0.887
O -4.882 3.750 -0.042
O -5.128 2.808 2.355
O -5.913 1.374 0.199
H -6.164 -0.406 1.351
H -5.890 -0.470 -0.352
H -3.455 -0.188 -0.069
H -3.623 -0.290 1.645
C 4.297 1.953 -0.797
C 3.739 1.021 -1.902
O 4.359 -0.202 -1.698
S 5.006 -0.417 -0.112
O 6.391 -0.847 -0.252
O 4.149 -1.235 0.744
O 4.778 1.159 0.322
H 3.466 2.598 -0.513
H 5.051 2.586 -1.264
H 3.876 1.363 -2.928
H 2.710 0.732 -1.689
C -1.974 2.117 -1.837
C -1.217 2.447 -3.094
O -0.774 3.837 -2.844
S -0.520 4.206 -1.247
O -0.756 5.566 -0.774
O 0.693 3.531 -0.797
O -1.841 3.189 -0.870
H -1.473 1.264 -1.379
H -3.038 1.911 -1.951
H -1.887 2.404 -3.953
H -0.373 1.761 -3.158
C -1.833 -0.618 4.067
C -1.623 0.881 3.915
O -1.173 1.223 5.217
S -2.057 0.474 6.421
O -3.391 0.966 6.523
O -1.274 0.322 7.658
O -2.004 -0.841 5.436
H -0.853 -1.092 4.003
H -2.628 -1.025 3.442
H -2.528 1.423 3.641
H -0.755 0.866 3.256
C 3.341 -3.244 -1.956
C 4.593 -3.328 -2.798
O 4.121 -4.173 -3.809
S 3.320 -5.490 -3.269
O 4.214 -6.447 -2.515
O 2.329 -6.013 -4.228
O 2.606 -4.464 -2.193
H 2.679 -2.388 -2.083
H 3.541 -3.324 -0.888
H 5.479 -3.749 -2.323
H 4.935 -2.427 -3.307

=====

Entry 10:
35
Properties=species:S:1:pos:R:3 method="wB97M-V/def2-TZVPD" e_tot_ev=-78436.5561 total_charge=-1 de_lowest_kj_mol=0.0 homo_energy_ha="-0.0180 / -0.1165" spin_multiplicity=2 fmax_ev_per_a=2.989 homo_lumo_gap_ev="3.61 / 6.19"
C 0.863 1.596 -0.373
C 1.867 1.583 0.681
C 1.317 2.181 1.840
C -0.005 2.625 1.529
C -0.307 2.267 0.184
Cu -0.683 -0.035 -0.470
P 0.309 -1.365 -1.788
H 1.052 1.409 -1.425
H 2.868 1.174 0.593
H 1.789 2.256 2.821
H -1.181 2.552 -0.396
H -0.657 3.191 2.193
H 0.691 -2.688 -1.423
H 1.549 -0.901 -2.295
H -0.388 -1.589 -3.002
C -2.769 -5.124 3.417
C -3.241 -3.904 2.646
N -2.091 -3.022 2.311
C -2.163 -2.159 1.260
S -1.779 -0.508 1.407
N -2.602 -2.649 0.084
C -2.253 -4.006 -0.398
C -3.411 -4.510 -1.236
H -1.933 -5.623 2.915
H -3.590 -5.843 3.492
H -2.473 -4.854 4.434
H -3.747 -4.187 1.713
H -3.959 -3.337 3.258
H -1.695 -2.584 3.143
H -2.645 -1.952 -0.666
H -1.320 -3.947 -0.987
H -2.066 -4.646 0.477
H -3.480 -3.945 -2.176
H -3.273 -5.570 -1.473
H -4.360 -4.399 -0.691